Record 1
This record from OMol25 describes 2 unconnected molecules or ions with the total composition C3H6FN at a distorted geometry. The level of theory is ωB97M-V with the def2-TZVPD basis set.

```
11
Properties=species:S:1:pos:R:3:forces:R:3:mulliken_charge:R:1
C 1.17062 0.48052 0.04856 -0.999 -0.773 1.861 -0.64
C -0.10547 1.28389 0.18124 -0.783 -1.671 -0.846 -0.72
C -0.06231 -0.04065 -0.55256 0.578 -2.397 0.937 0.60
N -0.76138 -1.68736 0.43240 1.815 3.927 -0.670 -0.65
F -0.22069 -0.27363 -1.83461 -0.336 0.255 -1.145 -0.25
H 2.12495 0.83938 -0.23642 0.393 0.245 -1.176 0.36
H 1.21137 -0.09337 0.94914 0.835 -0.210 0.689 0.25
H -0.67478 1.06447 1.01925 -0.550 0.131 2.181 0.27
H -0.35557 2.24946 -0.17913 0.173 0.453 -1.121 0.32
H -1.64418 -1.26021 0.25256 -1.270 -0.461 0.055 0.24
H -0.68258 -2.56250 -0.08044 0.144 0.502 -0.765 0.21
```
Positions in Å, forces in eV/Å.

net charge = 0
2S+1 = 1
E_tot = -272.3720 a.u.
strongest force on any atom = 4.38 eV/Å
Kohn-Sham gap (spin up / spin down) = 10.5 / 10.5 eV
lowest unoccupied orbital energy (spin up / spin down) = 0.9 / 0.9 eV

---

Record 2
This record from OMol25 describes a gas-phase ion, C3H6FN2O (charge +1) at a distorted geometry. The level of theory is ωB97M-V with the def2-TZVPD basis set.

```
13
Properties=species:S:1:pos:R:3:forces:R:3:mulliken_charge:R:1
O -1.52429 -1.74472 0.13497 -1.371 0.379 1.356 -0.37
N -0.77384 -0.63842 0.14974 1.999 -1.451 -0.185 0.31
C 0.67902 -0.77865 0.03756 0.706 0.510 1.241 -0.46
C 1.13933 0.67591 0.03128 0.472 0.306 -2.478 -0.46
N -0.12310 1.43294 0.07184 0.565 3.152 1.673 -0.15
C -1.11940 0.59129 0.17528 -5.243 1.790 -1.318 0.33
F -2.50039 0.89693 0.04925 4.629 -0.561 0.859 -0.18
H -1.28702 -2.20350 -0.65502 0.115 -0.775 -1.313 0.38
H 1.00348 -1.23129 -0.87485 -0.347 -0.615 -0.637 0.32
H 1.09882 -1.32619 0.86852 -0.222 -0.344 0.291 0.32
H 1.95997 0.97321 0.67621 -0.587 0.042 0.713 0.37
H 1.51013 0.87075 -0.98899 0.204 0.033 0.412 0.26
H -0.06270 2.48174 0.32420 -0.921 -2.465 -0.614 0.33
```
Positions in Å, forces in eV/Å.

SMILES = ON1CC[NH+]=C1F
net charge = +1
2S+1 = 1
E_tot = -402.1795 a.u.
strongest force on any atom = 5.69 eV/Å
Kohn-Sham gap = 11.2 eV
lowest unoccupied orbital energy = -3.8 eV

---

Record 3
This record from OMol25 describes a molecular structure, C3H6FN3 at a distorted geometry. The level of theory is ωB97M-V with the def2-TZVPD basis set.

```
13
Properties=species:S:1:pos:R:3:forces:R:3:mulliken_charge:R:1
C -1.69735 -0.44139 0.14349 2.571 2.794 0.927 0.25
C 1.02137 -0.38082 -0.15318 -1.004 -0.569 -0.992 -1.16
C 0.03795 0.34774 0.70734 -4.092 -1.308 -1.437 0.23
N -2.00081 -1.47330 0.69001 -0.411 -2.375 0.232 -0.39
N -0.09496 1.99862 -0.90651 0.306 -1.123 -0.317 -0.53
N -0.22360 1.65408 0.28250 -1.529 3.693 -0.483 -0.10
F -2.30833 0.35533 -0.79161 0.344 -1.288 0.661 -0.23
H 0.58807 -0.75443 -1.13892 0.461 0.962 1.218 0.26
H 1.74391 0.37902 -0.32876 1.167 0.159 -0.605 0.41
H 1.43363 -1.24637 0.28341 0.635 -0.853 0.839 0.35
H -0.07667 0.38311 1.82519 0.712 -0.808 -1.277 0.40
H -2.64374 -2.27851 0.54782 0.261 1.689 -0.250 0.26
H -0.49050 2.95197 -1.16412 0.580 -0.973 1.485 0.24
```
Positions in Å, forces in eV/Å.

net charge = 0
2S+1 = 1
E_tot = -381.8929 a.u.
strongest force on any atom = 4.53 eV/Å
Kohn-Sham gap = 8.8 eV
lowest unoccupied orbital energy = 0.3 eV

---

Record 4
This record from OMol25 describes C3H6FN3 in the gas phase at a distorted geometry. The level of theory is ωB97M-V with the def2-TZVPD basis set.

```
13
Properties=species:S:1:pos:R:3:forces:R:3:mulliken_charge:R:1
H -3.22920 -1.08195 -0.01933 1.298 1.133 0.321 0.25
N -2.50547 -0.31054 0.02573 -0.396 -1.092 0.111 -0.62
C -1.32149 -0.77757 0.03544 0.947 -0.409 -1.395 0.09
N -0.17999 0.03555 -0.13859 -1.206 0.518 0.974 0.21
N -0.32974 1.42139 -0.01139 -0.399 1.469 1.156 -0.66
C 1.10738 -0.51078 -0.12536 2.553 0.864 0.682 -0.06
C 2.31670 0.18259 -0.16101 -3.166 0.521 0.961 -0.19
F 3.52866 -0.36985 0.09828 -0.764 -0.225 -0.437 -0.25
H -1.00297 -1.84435 -0.04505 -0.558 0.556 0.288 0.21
H -1.09495 1.73473 -0.60387 0.154 -0.332 -0.179 0.27
H -0.63556 1.78765 0.96194 0.783 -1.549 -1.690 0.25
H 1.03571 -1.57502 0.07963 0.564 0.012 -0.343 0.18
H 2.31093 1.30816 -0.09642 0.192 -1.466 -0.449 0.32
```
Positions in Å, forces in eV/Å.

SMILES = [H]/N=C/N(N)/C=C/F
net charge = 0
2S+1 = 1
E_tot = -381.9571 a.u.
strongest force on any atom = 3.35 eV/Å
Kohn-Sham gap = 9.1 eV
lowest unoccupied orbital energy = 0.8 eV

---

Record 5
This record from OMol25 describes C3H6FN3 in the gas phase at a distorted geometry. The level of theory is ωB97M-V with the def2-TZVPD basis set.

```
13
Properties=species:S:1:pos:R:3:forces:R:3:mulliken_charge:R:1
N -1.33446 1.21488 -1.29934 0.235 0.690 -3.560 -0.38
C -0.54699 0.59293 -0.41428 -1.489 -0.093 6.920 0.27
N -0.61922 0.79093 0.99945 0.897 -0.447 -6.308 -0.56
C 0.28335 -0.25607 1.53712 -3.917 -1.251 0.784 -0.33
C 0.97772 -0.93143 0.38112 2.739 -1.463 -0.409 -0.35
N 0.03512 -0.64659 -0.65178 -0.848 0.105 -2.849 0.05
F 0.59308 -0.62812 -2.04193 -0.063 -0.102 1.765 -0.30
H -1.66163 2.18521 -1.05769 0.626 -1.771 -0.462 0.28
H -1.19328 0.94365 -2.37816 -0.375 1.101 3.581 0.29
H -0.45541 -1.04409 2.08932 1.894 1.566 -1.089 0.17
H 0.79779 0.30270 2.25472 1.650 -0.123 1.240 0.34
H 1.96054 -0.43866 0.09134 -0.877 -0.512 0.552 0.28
H 1.16340 -2.08535 0.49010 -0.471 2.300 -0.165 0.23
```
Positions in Å, forces in eV/Å.

SMILES = NC1=NCCN1F
net charge = 0
2S+1 = 1
E_tot = -381.9202 a.u.
strongest force on any atom = 7.08 eV/Å
Kohn-Sham gap = 9.2 eV
lowest unoccupied orbital energy = 0.8 eV

---

Record 6
This record from OMol25 describes 2 unconnected molecules or ions with the total composition C3H6FNO2 at a distorted geometry. The level of theory is ωB97M-V with the def2-TZVPD basis set.

```
13
Properties=species:S:1:pos:R:3:forces:R:3:mulliken_charge:R:1
C -2.17710 1.47890 -0.29282 0.962 -0.874 0.510 0.87
C 1.40970 -0.43273 0.95129 1.903 0.740 1.411 -0.85
C -0.73788 -0.58829 -0.67876 -0.515 0.009 0.413 -0.48
N 0.67377 -0.05092 -0.23374 -0.626 0.023 -0.539 -0.03
O -3.25969 1.12655 -0.54247 0.780 0.732 0.048 -0.37
O -1.15287 1.94146 0.09053 -1.590 0.644 -0.315 -0.57
F -0.38456 -1.23041 -1.87042 0.207 -0.466 -0.662 -0.34
H 1.04567 0.10443 1.86233 -0.135 -0.745 -0.869 0.28
H 1.38913 -1.48812 1.03718 -0.260 -1.013 0.466 0.37
H 2.51572 -0.15923 0.90938 -1.373 -0.106 -0.366 0.30
H -0.98673 -1.40432 0.00185 0.301 -0.226 0.357 0.14
H 1.18178 -0.21871 -1.09196 0.449 0.075 -0.132 0.31
H 0.48306 0.92138 -0.14240 -0.103 1.206 -0.322 0.38
```
Positions in Å, forces in eV/Å.

net charge = 0
2S+1 = 1
E_tot = -422.9280 a.u.
strongest force on any atom = 2.48 eV/Å
Kohn-Sham gap = 7.9 eV
lowest unoccupied orbital energy = 0.5 eV

---

Record 7
This record from OMol25 describes a molecular structure, C3H6GaN4STe4. The level of theory is ωB97M-V with the def2-TZVPD basis set.

```
19
Properties=species:S:1:pos:R:3:forces:R:3:mulliken_charge:R:1
Ga 0.09144 -0.81172 0.48699 -0.108 0.470 -0.016 0.69
Te 2.46111 -1.45063 -0.27201 -0.499 -0.076 0.106 -0.12
Te 0.91014 -3.48166 0.80124 0.041 -0.052 -0.041 -0.04
Te -1.02405 -3.69577 -1.09302 -0.020 0.066 -0.066 0.08
Te -2.13790 -1.19548 -0.70784 0.390 -0.345 0.151 -0.14
C -0.00216 4.72547 0.62654 -0.007 -0.006 -0.138 -1.20
C 0.00877 3.64633 1.63557 -0.045 -0.162 -0.070 0.84
N 0.05887 3.79649 2.91307 -0.017 0.269 0.150 -0.64
N 0.04286 2.53891 3.43240 0.038 -0.199 -0.182 0.16
C -0.00669 1.59005 2.50208 -0.018 0.183 0.161 0.42
S -0.02470 -0.07820 2.74677 -0.021 -0.373 -0.119 -0.28
N -0.04147 2.28372 1.33677 0.084 0.124 0.213 0.43
N -0.12033 1.63465 0.11759 0.143 0.016 -0.184 -0.95
H 0.04324 5.68131 1.14024 0.004 -0.001 0.014 0.35
H -0.91270 4.69342 0.02598 -0.002 0.000 0.015 0.32
H 0.85400 4.64572 -0.04516 0.005 0.003 0.016 0.32
H 0.07705 2.39731 4.42944 0.017 0.033 0.028 0.17
H -0.96452 1.89844 -0.37973 -0.109 -0.049 0.005 0.30
H 0.68564 1.84766 -0.45891 0.126 0.101 -0.043 0.30
```
Positions in Å, forces in eV/Å.

net charge = +1
2S+1 = 1
E_tot = -3731.8419 a.u.
strongest force on any atom = 0.54 eV/Å
Kohn-Sham gap = 6.7 eV
lowest unoccupied orbital energy = -4.1 eV

---

Record 8
This record from OMol25 describes a molecular structure, C3H6HgO4 at a distorted geometry. The level of theory is ωB97M-V with the def2-TZVPD basis set.

```
14
Properties=species:S:1:pos:R:3:forces:R:3:mulliken_charge:R:1
H 2.69972 0.46447 -1.03739 -0.027 0.040 0.276 0.27
C -2.23182 0.12689 0.22935 1.216 -0.988 -0.295 -1.39
C -0.96030 0.72655 -0.32911 0.879 1.047 -0.381 -0.46
O 0.13163 0.71803 0.63533 -0.799 0.208 -0.165 -0.40
C 1.36939 0.12346 0.29299 1.502 1.024 1.071 0.81
O 1.74917 0.60101 -0.99366 -0.353 0.405 -0.675 -0.53
O 2.24790 0.26257 1.20575 -0.275 -0.400 -0.516 -0.85
O 1.05695 -1.31115 0.03704 1.877 -0.214 -0.953 -0.46
Hg -0.94350 -1.71489 0.57345 -2.638 -2.746 1.215 0.14
H -2.88035 -0.31031 -0.54925 -0.247 0.529 1.029 0.42
H -2.34982 0.13272 1.32660 -0.804 0.612 -0.904 0.50
H -1.09833 1.78584 -0.60151 0.150 -0.079 -0.079 0.31
H -0.57198 0.19710 -1.22402 -0.610 0.417 0.141 0.39
H 1.78132 -1.80229 0.43441 0.130 0.145 0.236 0.25
```
Positions in Å, forces in eV/Å.

net charge = -1
2S+1 = 2
expectation value of S² = 0.765
E_tot = -572.2267 a.u.
strongest force on any atom = 4.00 eV/Å
Kohn-Sham gap (spin up / spin down) = 6.1 / 7.3 eV
lowest unoccupied orbital energy (spin up / spin down) = 3.9 / 3.2 eV

---

Record 9
This record from OMol25 describes C3H6I2O in the gas phase at a distorted geometry. The level of theory is ωB97M-V with the def2-TZVPD basis set.

```
12
Properties=species:S:1:pos:R:3:forces:R:3:mulliken_charge:R:1
O -1.60078 1.49486 -0.99918 0.474 1.615 -3.026 -0.45
C -1.28742 0.66181 -0.01409 1.832 -1.343 2.726 -0.19
I -2.76846 -1.00525 0.00864 0.457 0.107 0.125 -0.08
C 0.29676 0.10970 -0.03442 1.325 1.200 1.625 -0.64
C 1.30659 -1.06174 0.67195 -3.174 3.046 2.150 -0.91
I 3.21827 -0.72373 -0.08522 0.171 -0.085 0.172 0.11
H -1.24098 1.40324 -1.93944 -0.417 -0.649 2.191 0.35
H -1.50999 1.29129 0.93616 0.491 -1.638 -1.343 0.34
H 0.60001 -0.18598 -1.01291 -0.488 0.706 -1.327 0.39
H 0.90880 0.99271 0.32902 -1.026 -0.403 -1.058 0.28
H 1.18258 -1.04216 1.79905 0.779 0.098 -1.360 0.38
H 0.89462 -1.93474 0.34042 -0.425 -2.655 -0.873 0.45
```
Positions in Å, forces in eV/Å.

SMILES = O[C@@H](I)CCI
net charge = 0
2S+1 = 1
E_tot = -788.4537 a.u.
strongest force on any atom = 4.90 eV/Å
Kohn-Sham gap = 9.6 eV
lowest unoccupied orbital energy = 0.3 eV

---

Record 10
This record from OMol25 describes a gas-phase ion, C3H6IN2 (charge +1) at a distorted geometry. The level of theory is ωB97M-V with the def2-TZVPD basis set.

```
12
Properties=species:S:1:pos:R:3:forces:R:3:mulliken_charge:R:1
H -3.10218 -0.47752 0.19976 -0.257 -0.148 -0.185 0.32
N -2.24440 -0.90257 -0.16311 -1.040 -0.526 -0.058 -0.40
C -1.27477 -0.27073 0.18242 4.797 2.063 0.332 0.30
C 0.50262 -0.38167 0.17820 -3.743 2.308 -2.599 -0.64
N 1.32978 -0.09571 -1.04451 0.441 2.246 -0.852 -0.37
C -0.31867 0.70869 0.73725 -1.120 -0.880 2.300 -0.52
I -0.26851 1.08695 2.91474 -0.041 -0.297 -0.780 0.16
H 0.82349 -1.19655 0.68621 1.287 -2.110 1.563 0.54
H 2.26718 0.26357 -0.74573 -0.521 -0.834 -0.378 0.36
H 1.08802 0.59505 -1.89285 -0.366 -1.749 2.619 0.41
H 1.33895 -1.01591 -1.42571 0.974 -0.856 -1.034 0.37
H -0.14153 1.68639 0.37334 -0.413 0.782 -0.928 0.47
```
Positions in Å, forces in eV/Å.

SMILES = [H]/N=C1/[C@@H]([NH3+])[C@@H]1I
net charge = +1
2S+1 = 1
E_tot = -524.7270 a.u.
strongest force on any atom = 5.23 eV/Å
Kohn-Sham gap = 8.7 eV
lowest unoccupied orbital energy = -4.4 eV